Molecular formula: C23H16BrN6O2S2Sc
Method: DFT, ωB97M-V with the def2-TZVPD basis set

Output
multiplicity: 1
calculated total energy: -5496.3581 Ha
E_HOMO: -0.28856 Ha

Geometry as XYZ:
```
51
Properties=species:S:1:pos:R:3:nbo_charge:R:1
Sc 0.3672 0.6030 0.4886 1.457
C 2.1809 -3.5460 0.2029 -0.692
C 1.8879 -2.0870 0.2693 0.304
N 0.7524 -1.5771 0.5562 -0.350
N -0.3322 -2.4145 0.7914 -0.421
C -1.4000 -1.6643 0.8049 0.597
O -1.3900 -0.3724 0.6338 -0.790
C -2.7240 -2.2913 1.0449 -0.062
C -2.8580 -3.6772 1.0890 -0.177
C -4.0991 -4.2461 1.3191 -0.222
C -5.2098 -3.4328 1.5110 -0.196
C -5.0782 -2.0526 1.4700 -0.205
C -3.8367 -1.4796 1.2342 -0.195
C 2.9417 -1.0912 -0.0838 0.170
C 4.2868 -1.4074 -0.1146 -0.221
C 5.1993 -0.4014 -0.4106 -0.133
C 4.7435 0.8739 -0.6788 -0.226
C 3.3772 1.1062 -0.6399 0.103
N 2.5029 0.1479 -0.3554 -0.499
H 1.2580 -4.1156 0.1689 0.266
H 2.7354 -3.8578 1.0927 0.245
H 2.8018 -3.7720 -0.6641 0.229
H -1.9823 -4.2950 0.9445 0.229
H -4.2033 -5.3228 1.3509 0.215
H -6.1792 -3.8780 1.6955 0.214
H -5.9438 -1.4216 1.6249 0.214
H -3.7187 -0.4056 1.2033 0.236
H 4.6196 -2.4100 0.1127 0.230
H 6.2596 -0.6173 -0.4168 0.230
H 5.4192 1.6900 -0.8898 0.243
H 2.9694 2.0951 -0.8123 0.218
O -3.7082 2.7682 -3.3406 -0.631
C -2.5255 2.4604 -2.7817 0.394
C -1.7215 3.3982 -2.1372 -0.336
C -0.5632 2.9554 -1.5461 0.113
N -0.1299 1.6771 -1.6030 -0.590
C -0.8867 0.8409 -2.3154 0.189
Br -0.1719 -0.8925 -2.6134 0.138
C -2.0994 1.1405 -2.8861 -0.337
H -3.9079 3.7038 -3.2033 0.493
H -2.0027 4.4395 -2.0564 0.241
H 0.0506 3.6361 -0.9727 0.248
H -2.6799 0.4007 -3.4145 0.257
S -0.4927 2.7102 1.6423 -0.210
C 1.2006 2.6991 2.0359 -0.221
S 1.8686 1.1546 2.4756 -0.199
C 1.9951 3.8144 1.8605 -0.462
C 3.4159 3.7410 2.0242 0.307
N 4.5633 3.6734 2.1058 -0.354
C 1.4482 5.0252 1.3296 0.307
N 0.9999 5.9745 0.8538 -0.358
```



Molecular formula: C23H16Cl2N3O5SY
Method: DFT, ωB97M-V with the def2-TZVPD basis set

Output
multiplicity: 1
calculated total energy: -2783.3927 Ha
E_HOMO: -0.26310 Ha

Geometry as XYZ:
```
51
Properties=species:S:1:pos:R:3:nbo_charge:R:1
Y -0.0672 -0.2667 -0.0037 2.154
O 4.7690 0.4653 -2.8990 -0.675
C 3.9787 -0.2760 -3.6605 0.786
O 4.3890 -0.7231 -4.7023 -0.587
C 2.5794 -0.5902 -3.2318 -0.306
C 1.7363 -1.3987 -3.9902 0.210
Cl 1.8803 -1.9939 -5.5677 0.118
N 0.6413 -1.6950 -3.2709 -0.209
N 0.7001 -1.0822 -2.0672 -0.465
C 1.8801 -0.4331 -2.0041 0.198
C 2.1652 0.2460 -0.7406 -0.447
O 4.0756 2.1589 -0.8738 -1.012
O 1.9678 -0.4427 0.4579 -0.896
C -0.4987 -2.4799 -3.6262 0.194
C -1.7415 -1.8713 -3.6773 -0.231
C -2.8569 -2.6367 -3.9801 -0.197
C -2.7175 -3.9933 -4.2407 -0.195
C -1.4639 -4.5882 -4.1944 -0.197
C -0.3459 -3.8320 -3.8786 -0.220
H 4.3826 0.9318 -2.1252 0.515
H -1.8266 -0.8083 -3.4912 0.224
H -3.8324 -2.1713 -4.0205 0.223
H -3.5881 -4.5884 -4.4814 0.222
H -1.3552 -5.6452 -4.3960 0.224
H 0.6376 -4.2804 -3.8274 0.233
O -0.1008 1.9018 0.4466 -0.701
N 0.8797 2.3491 1.2355 0.042
C 0.5456 2.7515 2.4746 0.044
C 1.5067 3.1981 3.3462 -0.231
C 2.8310 3.2342 2.9310 -0.142
C 3.1473 2.8269 1.6493 -0.207
C 2.1527 2.3732 0.8060 0.009
S 2.5931 1.8862 -0.8700 1.266
H -0.5068 2.6718 2.6987 0.254
H 1.2056 3.5002 4.3387 0.248
H 3.6074 3.5791 3.5998 0.234
H 4.1534 2.8348 1.2526 0.281
Cl -1.1038 2.0024 5.9685 -0.021
C -1.4124 1.0136 4.5646 -0.078
C -0.5639 -0.0308 4.2554 -0.232
C -0.8040 -0.7902 3.1164 -0.228
C -1.8931 -0.5405 2.2607 -0.047
C -2.0746 -1.3072 1.0212 -1.030
C -2.7146 0.5516 2.6039 -0.226
C -2.4910 1.3077 3.7392 -0.229
H 0.2781 -0.2547 4.8970 0.231
H -0.1464 -1.6303 2.9055 0.212
H -3.0498 -1.1446 0.5622 0.218
H -1.9190 -2.3778 1.1740 0.226
H -3.5659 0.7847 1.9756 0.216
H -3.1522 2.1265 3.9927 0.229
```



Molecular formula: C23H17Br4N3O5Ti
Method: DFT, ωB97M-V with the def2-TZVPD basis set

Output
multiplicity: 1
calculated total energy: -12572.7244 Ha
E_HOMO (spin up / spin down): -0.30206 / -0.30206 Ha

Geometry as XYZ:
```
53
Properties=species:S:1:pos:R:3:nbo_charge:R:1
Ti -2.2539 0.3591 -0.2310 1.824
Br -2.7004 -0.5680 -7.0042 0.096
C -3.1063 -0.2381 -5.1475 -0.148
C -4.4256 0.0094 -4.7495 -0.154
Br -5.8452 0.0219 -6.0555 0.093
C -4.7045 0.2485 -3.3887 -0.116
Br -6.5413 0.5921 -2.8411 0.063
C -3.6878 0.2506 -2.3776 0.191
O -3.9439 0.4686 -1.1391 -0.695
C -2.3276 -0.0045 -2.7879 0.278
O -1.3926 -0.0100 -1.9088 -0.687
C -2.0811 -0.2436 -4.1802 -0.138
Br -0.2482 -0.5884 -4.7398 0.079
C -4.5811 -1.0157 1.1757 -0.750
C -3.5260 -1.9402 0.6387 0.758
N -3.7456 -3.2669 0.8495 -0.757
O -2.5273 -1.5473 0.0480 -0.623
H -5.3872 -1.5670 1.6678 0.219
H -5.0061 -0.4400 0.3492 0.292
H -4.1264 -0.3387 1.9037 0.296
H -4.5556 -3.6291 1.3315 0.420
H -3.0539 -3.9175 0.5004 0.415
O -1.0414 -0.8106 2.6688 -0.655
C -0.2376 -0.2812 1.9105 0.783
N 1.0731 -0.1776 2.2354 -0.617
C 1.8642 0.4171 1.2027 -0.051
C 0.6977 0.6548 0.2057 0.697
O 0.8492 1.1480 -0.9132 -0.569
N -0.4707 0.2423 0.7187 -0.771
C 2.9101 -0.6192 0.7428 0.070
C 4.1048 -0.7978 1.4701 -0.230
C 5.0509 -1.7522 1.0865 -0.211
C 4.8142 -2.5622 -0.0207 -0.210
C 3.6315 -2.4202 -0.7410 -0.207
C 2.6881 -1.4615 -0.3607 -0.220
C 2.4763 1.7691 1.6237 -0.049
C 3.3126 2.4683 0.7324 -0.134
C 3.8837 3.6927 1.0869 -0.227
C 3.6196 4.2493 2.3357 -0.208
C 2.7787 3.5863 3.2260 -0.213
C 2.2103 2.3595 2.8728 -0.213
H 1.4383 -0.6260 3.0564 0.421
H 4.3034 -0.1830 2.3455 0.218
H 5.9677 -1.8630 1.6575 0.216
H 5.5445 -3.3084 -0.3180 0.215
H 3.4300 -3.0564 -1.5981 0.218
H 1.7647 -1.3822 -0.9333 0.225
H 3.5028 2.0567 -0.2583 0.223
H 4.5195 4.2139 0.3778 0.217
H 4.0516 5.2077 2.6068 0.215
H 2.5467 4.0269 4.1911 0.216
H 1.5319 1.8761 3.5729 0.221
H -3.0487 0.6976 1.3031 -0.327
```



Molecular formula: C23H17F12N2O2Pd
Method: DFT, ωB97M-V with the def2-TZVPD basis set

Output
total charge: -1
multiplicity: 1
calculated total energy: -2473.0547 Ha
E_HOMO: -0.14319 Ha

Geometry as XYZ:
```
57
Properties=species:S:1:pos:R:3:nbo_charge:R:1
Pd 1.0249 1.3870 0.4035 1.007
C -5.2360 0.2201 -2.7891 -0.618
C -3.8557 0.1306 -2.1994 -0.074
C -2.8682 -0.6730 -2.7571 -0.195
C -1.5912 -0.6936 -2.2404 -0.270
C -1.2099 0.0869 -1.1335 0.291
N 0.1139 0.0504 -0.7170 -0.664
C 0.7761 -1.1856 -0.7702 0.157
C 0.0893 -2.3518 -0.3985 -0.249
C 0.7012 -3.5874 -0.3946 -0.201
C 2.0397 -3.7140 -0.7493 -0.074
C 2.7420 -5.0450 -0.7139 -0.616
C 2.7314 -2.5598 -1.0867 -0.213
C 2.1378 -1.3007 -1.1041 0.004
C 2.9062 0.0088 -1.3160 0.078
O 2.8234 0.8128 -0.2214 -0.777
C 2.3872 0.7221 -2.6476 0.950
F 3.3977 1.1146 -3.4634 -0.342
F 1.6775 1.8205 -2.4003 -0.311
F 1.6264 -0.1020 -3.3965 -0.334
C 4.4304 -0.2393 -1.4913 0.972
F 4.7362 -0.9970 -2.5712 -0.342
F 5.1213 0.9011 -1.6062 -0.319
F 4.9406 -0.8711 -0.4199 -0.328
C -2.2227 0.8882 -0.5414 -0.127
C -3.4983 0.8936 -1.0974 -0.194
C -1.8554 1.7510 0.6821 0.098
O -0.6732 2.3778 0.4823 -0.775
C -1.8627 0.8559 1.9682 0.952
F -1.1658 1.4234 2.9779 -0.344
F -3.1045 0.6283 2.4480 -0.336
F -1.3175 -0.3504 1.7622 -0.319
C -2.8535 2.9295 0.9215 0.967
F -2.4419 3.6827 1.9577 -0.329
F -4.1350 2.6004 1.2010 -0.338
F -2.8940 3.7233 -0.1553 -0.319
H -5.4750 -0.6722 -3.3700 0.203
H -5.3350 1.0801 -3.4571 0.206
H -5.9943 0.3260 -2.0111 0.206
H -3.0929 -1.2847 -3.6250 0.194
H -0.8381 -1.3012 -2.7233 0.218
H -0.9489 -2.2611 -0.1082 0.219
H 0.1332 -4.4636 -0.0995 0.194
H 2.0243 -5.8659 -0.6836 0.203
H 3.3853 -5.1371 0.1653 0.207
H 3.3751 -5.1850 -1.5922 0.208
H 3.7704 -2.6678 -1.3602 0.210
H -4.2691 1.4995 -0.6438 0.210
C 0.6330 3.0235 5.3461 -0.591
C 1.2540 1.6962 4.9116 -0.509
C 1.6726 1.7285 3.5139 0.377
N 1.9928 1.7692 2.4145 -0.378
H 0.2038 2.9193 6.3418 0.210
H -0.1559 3.3193 4.6570 0.237
H 1.3826 3.8132 5.3710 0.211
H 0.5370 0.8801 5.0133 0.256
H 2.1273 1.4455 5.5164 0.240
```